{"formula": "C69H54BiF9INO3P3Si", "method": "ωB97M-V with the def2-TZVPD basis set", "elements": ["Bi", "I", "C", "C", "C", "C", "C", "C", "C", "C", "C", "P", "C", "C", "C", "C", "C", "C", "C", "C", "C", "C", "C", "C", "C", "H", "H", "H", "H", "H", "H", "H", "H", "H", "H", "H", "H", "H", "H", "H", "H", "O", "P", "C", "P", "O", "C", "C", "C", "C", "C", "C", "C", "C", "C", "C", "C", "C", "C", "C", "C", "C", "C", "C", "C", "C", "C", "C", "C", "C", "H", "H", "H", "H", "H", "H", "H", "H", "H", "H", "H", "H", "H", "H", "H", "H", "H", "H", "H", "H", "H", "H", "F", "C", "F", "F", "C", "O", "C", "F", "F", "F", "C", "F", "F", "F", "C", "C", "C", "C", "C", "C", "Si", "C", "C", "C", "C", "C", "C", "H", "H", "H", "H", "H", "H", "H", "H", "H", "H", "H", "N", "C", "C", "C", "C", "C", "C", "H", "H", "H", "H", "H"], "positions_angstrom": [[-0.652716, -0.180852, -0.336834], [-0.280057, 2.638943, 1.363457], [-2.118090, 3.660899, 1.305321], [-2.768518, 3.532216, 2.503173], [-3.943383, 4.249633, 2.780585], [-4.389613, 5.153260, 1.871834], [-3.747482, 5.302231, 0.620400], [-4.258361, 6.261198, -0.281358], [-3.689356, 6.431643, -1.504845], [-2.658829, 5.567206, -1.899187], [-2.146815, 4.581542, -1.086264], [-1.047294, 3.343357, -1.949093], [0.125406, 4.581815, -2.723215], [1.255084, 4.851938, -1.944825], [2.316896, 5.594690, -2.437196], [2.281662, 6.072136, -3.741077], [1.165018, 5.823129, -4.525135], [0.098862, 5.089406, -4.019262], [-2.169540, 2.963604, -3.357162], [-3.559926, 3.011103, -3.278343], [-4.349640, 2.561547, -4.325916], [-3.767251, 2.044617, -5.473205], [-2.384144, 1.998828, -5.570351], [-1.599946, 2.450923, -4.519780], [-2.620099, 4.490765, 0.259801], [-2.364185, 2.870126, 3.255658], [-4.456925, 4.092190, 3.719795], [-5.251930, 5.773414, 2.088155], [-5.117159, 6.849937, 0.020514], [-4.055454, 7.187915, -2.188369], [-2.277915, 5.658188, -2.907599], [1.308051, 4.457658, -0.934196], [3.182407, 5.777323, -1.812111], [3.119658, 6.627737, -4.143909], [1.126292, 6.189178, -5.544174], [-0.759405, 4.907665, -4.655679], [-4.039222, 3.399696, -2.390010], [-5.428048, 2.611969, -4.237460], [-4.385749, 1.675349, -6.281912], [-1.909100, 1.600241, -6.456689], [-0.523766, 2.420361, -4.610802], [1.863086, -0.166533, 2.317329], [2.495373, -1.186010, 3.183758], [1.317691, -2.243149, 4.099075], [0.105251, -3.055845, 2.991290], [-0.426611, -2.184676, 1.920468], [-1.230621, -3.547251, 4.111987], [-2.511542, -3.151671, 3.735702], [-3.594212, -3.433742, 4.557620], [-3.397110, -4.108232, 5.753740], [-2.120907, -4.508485, 6.129703], [-1.038814, -4.231008, 5.310080], [0.880976, -4.551719, 2.351247], [1.648256, -5.427239, 3.114604], [2.169037, -6.572873, 2.534682], [1.920594, -6.847834, 1.195730], [1.153751, -5.978060, 0.433084], [0.635064, -4.826858, 1.007423], [3.502064, -2.406154, 2.316832], [3.004892, -2.859445, 1.098178], [3.674776, -3.853681, 0.403845], [4.852623, -4.378939, 0.911502], [5.378294, -3.895791, 2.102583], [4.703232, -2.913607, 2.810046], [3.515189, -0.417546, 4.468196], [3.807700, 0.931356, 4.283585], [4.620873, 1.596793, 5.190076], [5.135908, 0.920313, 6.286268], [4.832909, -0.420581, 6.484673], [4.023938, -1.088523, 5.578383], [0.731005, -1.591710, 4.752358], [1.862726, -2.975207, 4.698115], [-2.640015, -2.614970, 2.803074], [-4.588062, -3.124981, 4.260958], [-4.239733, -4.319632, 6.400250], [-1.970747, -5.037002, 7.062730], [-0.043084, -4.539556, 5.609492], [1.851804, -5.215697, 4.158758], [2.767328, -7.254640, 3.126178], [2.331363, -7.742902, 0.745078], [0.954996, -6.187290, -0.609781], [0.052537, -4.126940, 0.419014], [2.093046, -2.425420, 0.701963], [3.273764, -4.207769, -0.537268], [5.374050, -5.156878, 0.367290], [6.316071, -4.285410, 2.478963], [5.114668, -2.538682, 3.738223], [3.376522, 1.443218, 3.431527], [4.853358, 2.643151, 5.039519], [5.769628, 1.438353, 6.995016], [5.229103, -0.945399, 7.344721], [3.785715, -2.133545, 5.740923], [-3.281994, -0.959735, -2.659221], [-3.009863, -2.196494, -3.035695], [-2.419379, -2.137285, -4.244866], [-4.182861, -2.842712, -3.206116], [-2.069539, -2.909906, -2.002899], [-1.056286, -2.145322, -1.593291], [-1.452255, -4.164899, -2.717518], [-0.907168, -5.003870, -1.811989], [-2.333969, -4.884472, -3.432684], [-0.468125, -3.810884, -3.548341], [-2.959961, -3.430476, -0.820356], [-3.783624, -2.468694, -0.390613], [-3.715325, -4.500473, -1.138769], [-2.201025, -3.795671, 0.220712], [2.215111, 0.490962, -6.773485], [1.454563, -0.592384, -6.352510], [1.144461, -0.743249, -5.007970], [1.589647, 0.176560, -4.055039], [2.345207, 1.264415, -4.498674], [2.656499, 1.422464, -5.842734], [1.251140, -0.129674, -2.209887], [2.883775, 0.526385, -1.459232], [2.921361, 1.468539, -0.434374], [4.120314, 1.901217, 0.121833], [5.321284, 1.402549, -0.356498], [5.312727, 0.481660, -1.398658], [4.110271, 0.056443, -1.939246], [2.459525, 0.610357, -7.822381], [1.105952, -1.321949, -7.073917], [0.546535, -1.589529, -4.685968], [2.700832, 1.997893, -3.781441], [3.247475, 2.272566, -6.163727], [1.488528, -1.608274, -2.159217], [1.993900, 1.878272, -0.059564], [4.113211, 2.626769, 0.927972], [6.260362, 1.739430, 0.067079], [6.249028, 0.093075, -1.782884], [4.118207, -0.657197, -2.757883], [-2.259145, 1.067180, -0.822004], [-3.343345, 1.018768, -0.006011], [-4.485559, 1.794033, -0.344425], [-5.614427, 1.843087, 0.449325], [-5.697475, 1.130656, 1.644217], [-4.595634, 0.365980, 2.016461], [-3.455773, 0.317749, 1.233679], [-4.456963, 2.365334, -1.265531], [-6.456756, 2.449505, 0.130562], [-6.588608, 1.163683, 2.258645], [-4.624801, -0.208475, 2.938021], [-2.627206, -0.292683, 1.585636]], "atomic_forces_ev_per_a": [[-0.705, -0.289, -0.263], [0.228, 0.423, 0.243], [0.014, -0.211, 0.242], [-0.041, -0.034, -0.066], [0.002, -0.014, 0.039], [-0.034, 0.016, 0.046], [0.061, -0.078, -0.007], [-0.011, 0.008, -0.011], [-0.030, 0.055, -0.037], [0.162, 0.054, 0.091], [0.034, 0.096, -0.027], [0.086, 0.316, -0.117], [0.111, -0.336, 0.007], [0.025, 0.029, 0.054], [-0.043, 0.010, -0.010], [-0.028, 0.017, -0.011], [0.036, 0.023, 0.010], [-0.120, 0.072, -0.035], [0.072, -0.111, -0.036], [0.061, 0.173, -0.159], [-0.008, 0.018, 0.039], [0.040, 0.001, -0.030], [-0.039, -0.020, 0.018], [0.027, -0.022, -0.021], [-0.150, 0.047, 0.009], [-0.032, -0.014, -0.001], [0.014, 0.026, 0.007], [-0.022, -0.021, -0.062], [0.037, 0.019, 0.047], [-0.002, -0.031, -0.019], [-0.017, -0.027, -0.031], [0.002, -0.048, -0.032], [0.002, -0.001, 0.006], [-0.003, 0.006, 0.003], [-0.010, 0.013, -0.002], [0.022, -0.059, 0.004], [0.178, 0.203, -0.398], [-0.012, -0.041, 0.016], [0.002, 0.015, -0.010], [0.024, -0.027, -0.039], [0.173, -0.158, -0.017], [0.057, 0.003, 0.031], [-0.101, 0.040, -0.005], [-0.176, 0.166, -0.245], [-0.208, 0.046, 0.258], [0.144, -0.110, 0.067], [0.013, -0.004, -0.008], [0.013, 0.022, -0.013], [0.026, -0.048, 0.024], [-0.028, 0.023, -0.015], [0.042, -0.046, 0.028], [0.014, 0.046, -0.050], [-0.180, -0.116, -0.031], [-0.014, 0.057, -0.036], [0.034, -0.027, 0.011], [-0.037, 0.024, -0.038], [-0.054, -0.041, 0.068], [-0.085, -0.093, 0.047], [0.235, 0.212, -0.054], [0.093, 0.158, -0.050], [0.069, 0.089, -0.100], [0.042, 0.021, -0.048], [0.001, -0.060, 0.038], [-0.106, -0.018, -0.015], [0.054, -0.061, -0.055], [-0.008, -0.006, 0.008], [0.003, -0.016, 0.014], [0.002, 0.002, 0.002], [-0.005, -0.031, 0.012], [-0.045, 0.037, -0.005], [0.047, -0.017, 0.054], [-0.040, -0.007, 0.039], [-0.021, -0.018, 0.010], [0.001, 0.014, -0.001], [0.003, -0.014, -0.008], [0.000, 0.006, 0.002], [-0.017, -0.020, 0.020], [0.008, -0.031, -0.005], [0.018, 0.017, -0.003], [-0.004, -0.006, 0.008], [0.021, 0.000, 0.003], [0.030, -0.031, 0.008], [0.003, 0.015, -0.044], [0.026, 0.009, 0.019], [0.007, 0.013, -0.001], [-0.012, -0.002, 0.012], [0.031, 0.007, -0.021], [0.046, -0.018, -0.015], [-0.021, 0.003, 0.007], [0.003, 0.005, -0.009], [-0.009, 0.003, 0.005], [0.029, 0.001, 0.013], [0.016, 0.021, 0.002], [0.020, 0.063, 0.019], [0.013, 0.038, -0.001], [0.027, -0.016, -0.024], [-0.100, -0.347, -0.153], [-0.101, 0.301, 0.201], [0.071, 0.080, -0.038], [-0.021, -0.023, 0.014], [-0.018, 0.004, 0.011], [-0.009, -0.004, 0.038], [0.010, 0.078, 0.031], [0.020, 0.012, 0.007], [0.008, 0.031, -0.016], [-0.047, 0.042, 0.000], [-0.020, 0.009, 0.029], [0.008, 0.015, -0.021], [-0.077, 0.005, 0.040], [-0.422, 0.158, -0.025], [-0.095, 0.072, 0.040], [-0.001, 0.006, -0.025], [1.017, -0.107, -0.365], [-0.208, 0.191, 0.175], [0.043, -0.063, 0.006], [0.032, 0.008, -0.019], [-0.021, 0.057, 0.004], [0.046, -0.015, 0.032], [-0.023, -0.144, -0.033], [0.004, -0.001, 0.006], [-0.014, -0.002, 0.012], [0.014, -0.010, -0.030], [0.005, -0.005, -0.028], [-0.014, 0.001, 0.013], [-0.105, 0.028, 0.107], [-0.051, 0.017, 0.025], [-0.010, 0.007, -0.020], [-0.004, -0.026, 0.009], [-0.018, 0.005, -0.018], [0.019, -0.009, 0.034], [0.122, -0.227, -0.279], [0.154, -0.117, 0.413], [-0.224, 0.080, -0.029], [0.041, -0.021, 0.051], [0.020, -0.052, 0.081], [-0.043, 0.089, -0.068], [-0.035, -0.076, -0.049], [-0.110, -0.459, 0.521], [0.010, 0.026, -0.018], [-0.003, 0.004, -0.009], [0.021, 0.017, 0.022], [0.003, -0.036, -0.046]], "largest_force_ha_per_bohr": 0.021, "e_lumo_ev": 1.85, "charge": -1, "gap_ev": 5.35}